No. 1
The following is a DFT calculation (the ωB97M-V functional and the def2-TZVPD basis) of an isolated ion of composition C8H13N3 and charge +2.

```
24
Properties=species:S:1:pos:R:3
C 1.89423 2.29006 -0.91256
C -1.94121 0.30779 -0.11085
C -1.26211 -0.96602 -0.26260
C 1.28113 -1.98616 0.07068
C 2.30882 -0.84837 0.44721
C -0.32042 0.98015 1.59074
C 0.36415 -0.92088 -0.49782
C 1.11977 0.15190 0.15815
N 1.38427 1.33064 -0.49734
N -1.46454 1.17426 0.76587
N -2.84028 0.68667 -1.00584
H 2.66856 2.89422 -1.22263
H -1.40683 -1.58502 0.53096
H -1.83445 -1.33741 -1.17058
H 1.64263 -2.84588 -0.63506
H 0.71015 -2.67268 0.76344
H 2.66411 -0.87334 1.40383
H 3.10229 -0.63942 -0.23775
H -0.32854 0.06048 2.16957
H 0.31184 1.77920 2.00934
H 0.39869 -0.76296 -1.53500
H -1.91954 2.15041 0.83069
H -3.28009 0.09887 -1.67522
H -3.25263 1.53350 -0.97727
```

As for the frontier orbital gap: 8.7 eV. As for the electronic energy: -12955.6101 eV. The largest force on an atom comes out at 4.9 eV/A. The value obtained for the energy above the lowest of the compared OMol25 structures with the same formula, charge and spin is 193.8 kJ/mol. The calculation puts the lowest unoccupied orbital energy at -8.5 eV. As for the charge: +2.

Here are the Löwdin charges for atoms 1 to 8, given in e: 0.37 -0.29 0.01 -0.07 0.02 0.12 -0.23 -0.23

No. 2
The following is a DFT calculation (the ωB97M-V functional and the def2-TZVPD basis) of C23H30CdClN9O5S4Sb as an isolated structure.

```
74
Properties=species:S:1:pos:R:3
Cd -0.40808 -0.23900 0.18582
S 1.46251 -4.45501 -3.01274
Sb -0.32212 -2.96524 -3.02264
S -0.99477 -2.54525 -0.79426
S -0.02558 -1.04605 -4.25846
Cl 5.18424 1.24507 5.29987
C 3.91602 0.60319 4.26893
C 3.89067 -0.76909 3.97857
C 2.90614 -1.28580 3.18483
C 1.86490 -0.47494 2.61635
O 0.95072 -1.01765 1.92559
C 1.93529 0.92268 2.92666
C 0.97539 1.89362 2.44857
O 0.01882 1.71679 1.71431
C 2.95758 1.42543 3.74991
H 4.66062 -1.41275 4.38626
H 2.88705 -2.34229 2.94841
H 1.16164 2.92155 2.82865
H 2.97617 2.48748 3.96936
N -3.70931 -1.77376 -5.68837
C -3.92098 -0.96897 -4.55501
C -4.22282 0.38413 -4.68928
C -4.33438 1.19159 -3.56904
C -4.17363 0.64172 -2.30648
C -3.93182 -0.71888 -2.16147
C -3.82456 -1.52129 -3.27897
S -3.94980 1.68090 -0.89885
O -4.43337 3.00209 -1.22581
O -4.57208 1.03280 0.24362
N -2.37377 1.56072 -0.63879
C -1.48142 1.96218 -1.55875
N -0.23199 1.46163 -1.35071
C 0.74144 1.81441 -2.17227
C 0.51951 2.66365 -3.24238
C -0.79122 3.07517 -3.41840
N -1.78233 2.75674 -2.60432
H -3.30883 -1.23338 -6.44298
H -3.06330 -2.52385 -5.47560
H -4.30070 0.81670 -5.68105
H -4.49101 2.25738 -3.65829
H -3.75739 -1.13270 -1.17673
H -3.57635 -2.56999 -3.16387
H 1.70858 1.38050 -1.95068
H 1.30864 2.93301 -3.92803
H -1.06317 3.69871 -4.26771
N 2.94978 -1.50146 -2.30174
C 2.51965 -1.32041 -1.01270
N 2.43293 -2.44797 -0.24606
O 2.25153 -0.20045 -0.56291
H 2.78164 -2.43077 -2.68107
H 2.60214 -0.78402 -2.92242
H 2.19221 -3.29163 -0.76179
H 1.85636 -2.28537 0.57287
C -0.91993 -1.47112 4.75854
N -1.77999 -1.61544 3.59850
C -1.46775 -2.77075 2.77249
C -2.25589 -0.48779 2.95771
N -2.22986 -0.38596 1.68217
N -2.77643 0.48680 3.80580
C -3.09990 1.77137 3.20507
C -3.69855 0.08257 4.84726
H 0.13474 -1.48700 4.46811
H -1.09775 -2.29592 5.45601
H -1.12473 -0.53100 5.26562
H -1.54374 -3.66647 3.39626
H -0.46398 -2.71119 2.34569
H -2.17695 -2.83618 1.95180
H -2.83385 0.35050 1.32485
H -4.02568 1.74124 2.61856
H -2.29136 2.08473 2.54637
H -3.20962 2.50571 4.00619
H -3.43044 -0.89729 5.23223
H -4.73105 0.03689 4.47321
H -3.66687 0.80524 5.66682
```

As for the frontier orbital gap (spin up / spin down): 5.6 / 6.4 eV. As for the electronic energy: -114958.7764 eV. The largest force on an atom comes out at 0.2 eV/A. The value obtained for the energy above the lowest of the compared OMol25 structures with the same formula, charge and spin is 0.0 kJ/mol. The spin multiplicity is 2. The calculation puts the lowest unoccupied orbital energy (spin up / spin down) at 3.9 / 3.8 eV. As for the charge: -2.

Here are the Löwdin charges for atoms 1 to 8, given in e: 1.28 -0.30 0.03 -0.23 -0.28 0.57 -0.69 -0.12